Entry from the OMol25 dataset: a molecular structure, C32H26AuF6N2O3 (ωB97M-V with the def2-TZVPD basis set).

Atoms and positions in Å:
Au: -0.3666 -0.3661 -0.8760
O: 6.3568 -2.1488 2.0844
C: 5.4080 -2.3662 3.0139
O: 5.7047 -2.8538 4.0734
C: 4.0045 -1.9871 2.6555
C: 3.1429 -1.6463 3.6946
C: 1.8313 -1.3045 3.4240
C: 1.3575 -1.3429 2.1123
C: 2.2191 -1.6752 1.0693
C: 3.5392 -1.9904 1.3424
N: 0.0425 -0.9705 1.7581
C: -0.9180 -1.0957 2.5655
C: -2.2805 -0.5968 2.2457
C: -3.2991 -0.8101 3.1662
C: -4.5681 -0.3357 2.8676
C: -4.7562 0.3211 1.6651
C: -3.6685 0.4783 0.8105
N: -2.4552 0.0394 1.0920
H: 6.0435 -1.5486 1.3891
H: 3.5186 -1.6402 4.7087
H: 1.1795 -0.9846 4.2266
H: 1.8400 -1.6501 0.0546
H: 4.1999 -2.2433 0.5209
H: -0.8070 -1.5841 3.5419
H: -3.0981 -1.3431 4.0865
H: -5.3894 -0.4845 3.5565
H: -5.7286 0.6997 1.3798
H: -3.7840 0.9571 -0.1557
C: 7.1238 0.1699 -0.1128
C: 6.8355 -0.4736 -1.3085
C: 5.5652 -0.3993 -1.8536
C: 4.5249 0.3098 -1.2361
C: 4.8276 0.9233 -0.0086
C: 6.1008 0.8617 0.5316
C: 3.2115 0.2920 -1.8746
C: 2.1053 1.0374 -1.6354
C: 2.1601 2.2301 -0.7441
C: 2.9176 3.3354 -1.1317
C: 2.9988 4.4581 -0.3246
C: 2.3213 4.4953 0.8876
C: 1.5551 3.4052 1.2744
C: 1.4689 2.2824 0.4625
H: 8.1136 0.1146 0.3212
H: 7.6066 -1.0347 -1.8228
H: 5.3585 -0.9071 -2.7897
H: 4.0552 1.4409 0.5415
H: 6.2943 1.3464 1.4816
H: 3.0997 -0.4873 -2.6261
H: 3.4582 3.2928 -2.0695
H: 3.5963 5.3053 -0.6393
H: 2.3878 5.3685 1.5248
H: 1.0206 3.4246 2.2164
H: 0.8694 1.4305 0.7621
C: 0.7987 0.7474 -2.2109
H: 0.2452 1.6633 -2.4298
H: 0.8722 0.1332 -3.1106
C: -0.6268 -3.6342 -1.6845
C: -1.9750 -3.0377 -1.2547
O: -1.8986 -1.8973 -0.5406
C: -2.8233 -2.7985 -2.5324
F: -3.1031 -3.9364 -3.2220
F: -4.0025 -2.2128 -2.2760
F: -2.1688 -1.9956 -3.3884
C: -2.6882 -4.0856 -0.3602
F: -3.9351 -3.7244 -0.0149
F: -2.0038 -4.2555 0.7869
F: -2.7880 -5.3169 -0.9195
H: -0.0761 -2.8686 -2.2299
H: -0.7389 -4.5218 -2.3086
H: -0.0622 -3.8907 -0.7889

Output
Molecular weight in g mol⁻¹: 797.53
Total charge: -1
Energy in eV: -62728.8004
Energy above the lowest of the compared OMol25 structures with the same formula, charge and spin in kJ/mol: 24.29
Lowest unoccupied orbital energy in eV: 1.925

---

Entry from the OMol25 dataset: a molecular structure, C32H26BrN7O11Se2Ti in a non-equilibrium geometry (ωB97M-V with the def2-TZVPD basis set).

Atoms and positions in Å:
Ti: 1.0718 0.2761 -0.4008
C: 1.5897 -0.8631 -4.4596
C: 2.9284 -0.9416 -4.5468
C: 3.7687 -0.7541 -3.4019
C: 3.1618 -0.4665 -2.2114
N: 1.8216 -0.4135 -2.0478
C: 0.9219 -0.5770 -3.1567
C: 3.8570 -0.2029 -0.9308
C: 5.2067 -0.3261 -0.6691
C: 5.6541 -0.0791 0.6498
C: 4.7629 0.2678 1.6319
C: 3.3891 0.3894 1.3192
N: 2.9896 0.1527 0.0278
C: 2.3402 0.7379 2.2168
C: 2.5190 0.9882 3.5982
C: 1.4532 1.3715 4.3653
C: 0.1933 1.5342 3.7620
C: 0.0770 1.2406 2.4175
N: 1.0863 0.8264 1.6581
H: 0.9396 -0.9954 -5.3162
H: 3.3889 -1.1595 -5.5056
H: 4.8433 -0.8296 -3.4882
H: 0.1727 -1.3328 -2.9110
H: 5.8980 -0.6199 -1.4462
H: 6.7077 -0.1743 0.8849
H: 5.1092 0.4564 2.6397
H: 3.5011 0.8754 4.0389
H: 1.5758 1.5500 5.4274
H: -0.6663 1.8618 4.3298
H: -0.8835 1.3366 1.9250
O: -5.5210 1.0347 1.9037
C: -5.6367 -0.1472 1.1185
C: -4.2689 -0.8207 0.9611
C: -4.4725 -2.1787 0.2517
O: -5.4925 -2.1722 -0.7503
C: -3.3615 0.0941 0.1445
Se: -1.5305 -0.6239 -0.0767
C: -3.6523 -1.0358 2.3406
Se: -1.8843 -1.8780 2.1752
H: -6.3097 1.5641 1.7773
H: -6.0288 0.0908 0.1244
H: -6.3267 -0.8521 1.6114
H: -4.6712 -2.9499 1.0054
H: -3.5511 -2.4436 -0.2610
H: -6.3500 -2.1397 -0.3191
H: -3.3109 1.0840 0.5957
H: -3.7122 0.1856 -0.8839
H: -4.2859 -1.6773 2.9579
H: -3.5227 -0.0791 2.8422
O: -2.4743 4.9909 -4.3520
N: -1.6802 5.4972 -3.5739
O: -1.5138 6.7086 -3.5080
C: -0.9253 4.6472 -2.7137
C: -0.0442 5.2062 -1.8050
C: 0.7178 4.4079 -0.9689
C: 0.6504 2.9808 -1.0874
O: 1.3986 2.1436 -0.4874
C: -0.3171 2.4679 -1.9935
C: -1.0848 3.2496 -2.7955
N: -0.3158 1.0300 -2.0034
O: -1.5866 0.5358 -1.8307
O: 0.1818 0.6801 -3.2997
N: 1.5316 5.0543 0.0171
O: 2.0284 4.3965 0.9031
O: 1.6873 6.2712 -0.0711
H: 0.0429 6.2787 -1.7280
H: -1.7940 2.8198 -3.4866
Br: -0.6636 -7.7145 1.0382
C: 0.1343 -6.0420 1.4743
C: 0.7035 -5.8745 2.7255
N: 1.2761 -4.7330 3.0892
C: 1.2809 -3.7264 2.2178
C: 0.7419 -3.8186 0.9385
C: 0.1533 -5.0158 0.5548
C: 0.7404 -2.6590 -0.0254
O: 0.4203 -2.8701 -1.1904
O: 1.0543 -1.5232 0.4833
H: 0.7029 -6.6796 3.4519
H: 1.7343 -2.7979 2.5444
H: -0.2710 -5.0967 -0.4363

Output
Molecular weight in g mol⁻¹: 970.29
Total charge: -2
Energy in eV: -290405.3568
Energy above the lowest of the compared OMol25 structures with the same formula, charge and spin in kJ/mol: 282.56
Lowest unoccupied orbital energy (alpha / beta) in eV: 3.712 / 3.712

---

Entry from the OMol25 dataset: a molecular structure, C32H26Cl3IN3O3Rh (ωB97M-V with the def2-TZVPD basis set).

Atoms and positions in Å:
Rh: -0.2035 -0.0439 0.3512
Cl: 3.1140 5.3076 2.8821
C: 2.4223 3.7391 2.6191
C: 2.7677 2.6954 3.4328
C: 2.2190 1.4139 3.2572
I: 2.7814 -0.1393 4.5021
C: 1.3124 1.1723 2.2429
O: 0.7539 0.0005 2.0381
C: 0.9904 2.2585 1.3729
N: 0.1183 1.9576 0.3613
C: -0.3155 2.9168 -0.4164
C: 0.1411 4.2390 -0.2938
C: 1.0522 4.5567 0.6734
C: 1.5052 3.5533 1.5590
H: 3.4774 2.8581 4.2325
H: -1.0489 2.6411 -1.1560
H: -0.2435 4.9918 -0.9668
H: 1.4175 5.5683 0.7848
C: -3.6858 -4.0900 1.5423
N: -3.5040 -2.7046 1.9439
C: -2.5067 -2.6146 3.0053
C: -3.0824 -1.9159 0.7860
C: -3.0591 -0.4459 1.1351
C: -4.3053 0.0407 1.5554
C: -4.4575 1.2688 2.1578
C: -3.3229 2.0282 2.4035
C: -2.0924 1.5877 1.9565
C: -1.9379 0.3903 1.2411
H: -4.0174 -4.6786 2.3976
H: -2.7602 -4.5429 1.1500
H: -4.4527 -4.1536 0.7679
H: -2.7952 -3.2734 3.8248
H: -2.4585 -1.5962 3.3918
H: -1.5015 -2.9031 2.6618
H: -3.8152 -2.0850 -0.0108
H: -2.1139 -2.2628 0.4445
H: -5.1557 -0.6234 1.4564
H: -5.4329 1.6073 2.4820
H: -3.3910 2.9636 2.9444
H: -1.2234 2.1853 2.1933
Cl: 2.9382 0.6676 -0.5625
C: 3.8125 -0.2929 -1.7116
C: 5.1864 -0.1191 -1.7503
C: 5.9655 -0.9328 -2.5521
C: 5.3664 -1.9227 -3.3118
C: 3.9918 -2.0586 -3.2917
Cl: 3.2601 -3.2899 -4.2663
C: 3.1621 -1.2411 -2.5098
N: 1.7847 -1.4542 -2.5418
C: 0.7915 -0.4904 -2.6122
C: 1.0408 0.7799 -3.1299
C: 0.0128 1.6962 -3.2748
C: -1.2848 1.3648 -2.9194
C: -1.5442 0.1038 -2.3958
C: -0.5275 -0.8454 -2.2528
C: -0.8500 -2.2559 -1.8671
C: -0.0156 -2.8014 -0.6991
O: 0.5342 -3.8828 -0.8211
O: 0.0609 -2.0555 0.3555
H: 5.6317 0.6357 -1.1175
H: 7.0391 -0.8075 -2.5710
H: 5.9509 -2.5856 -3.9338
H: 1.4989 -2.4231 -2.5019
H: 2.0465 1.0357 -3.4386
H: 0.2299 2.6701 -3.6954
H: -2.0908 2.0721 -3.0666
H: -2.5617 -0.1879 -2.1590
H: -0.7136 -2.9497 -2.7008
H: -1.9064 -2.2983 -1.6079

Output
Molecular weight in g mol⁻¹: 836.75
Total charge: 0
Energy in eV: -92895.3584
Energy above the lowest of the compared OMol25 structures with the same formula, charge and spin in kJ/mol: 11.44
Lowest unoccupied orbital energy in eV: -0.770

---

Entry from the OMol25 dataset: a molecular structure, C32H26F2IrN5OS2 in a non-equilibrium geometry (ωB97M-V with the def2-TZVPD basis set).

Atoms and positions in Å:
Ir: -0.6724 1.0265 -0.7498
C: 1.9824 2.2291 2.7091
C: 0.7918 2.1787 1.7900
N: 0.9051 1.8716 0.5456
N: 2.2061 1.6976 0.0594
C: 2.2611 1.6764 -1.2156
S: 0.8804 1.8612 -2.2644
S: 3.7992 1.4626 -2.0494
C: 4.8390 0.8020 -0.7069
C: 4.7378 -0.6948 -0.6243
C: 3.8193 -1.2819 0.2402
C: 3.6702 -2.6619 0.2789
C: 4.4408 -3.4698 -0.5457
C: 5.3648 -2.8906 -1.4065
C: 5.5091 -1.5119 -1.4456
C: -0.5229 2.5589 2.3050
C: -0.7091 2.7023 3.6926
C: -1.8980 3.1220 4.2391
C: -2.9633 3.4133 3.3808
C: -2.8164 3.2940 2.0207
C: -1.5994 2.8781 1.4290
O: -1.5409 2.8423 0.1252
H: 2.8589 1.8279 2.2166
H: 1.7841 1.6525 3.6127
H: 2.1876 3.2592 3.0049
H: 4.4913 1.2765 0.2079
H: 5.8509 1.1385 -0.9288
H: 3.2110 -0.6513 0.8783
H: 2.9491 -3.1043 0.9553
H: 4.3261 -4.5462 -0.5160
H: 5.9701 -3.5145 -2.0520
H: 6.2262 -1.0614 -2.1232
H: 0.1098 2.4737 4.3608
H: -2.0055 3.2232 5.3103
H: -3.9127 3.7392 3.7894
H: -3.6351 3.5178 1.3474
F: 1.0395 -2.4782 2.8722
C: 0.5629 -2.2711 1.6328
C: 0.4515 -0.9722 1.1764
C: -0.0244 -0.7463 -0.1175
C: -0.3759 -1.8504 -0.9030
C: -0.2860 -3.1290 -0.3759
F: -0.7048 -4.1854 -1.1008
C: 0.1885 -3.3771 0.8918
C: -0.8543 -1.4947 -2.2238
C: -0.8846 -2.3154 -3.3443
C: -1.2732 -1.7855 -4.5589
C: -1.6152 -0.4444 -4.6375
C: -1.5644 0.3160 -3.4890
N: -1.2009 -0.1944 -2.3019
H: 0.7288 -0.1700 1.8380
H: 0.2575 -4.3818 1.2824
H: -0.5805 -3.3467 -3.2610
H: -1.2976 -2.4115 -5.4413
H: -1.9119 0.0127 -5.5703
H: -1.8287 1.3618 -3.4921
N: -3.5709 1.8893 -1.4915
C: -3.7069 0.8094 -0.6714
C: -4.9574 0.1897 -0.5118
C: -5.0858 -0.8570 0.3628
C: -3.9781 -1.2804 1.0953
C: -2.7822 -0.6451 0.8754
N: -2.6240 0.3580 -0.0130
H: -4.4189 2.3318 -1.7988
H: -2.8017 2.5081 -1.2664
H: -5.8085 0.5722 -1.0601
H: -6.0479 -1.3349 0.4978
H: -4.0442 -2.0827 1.8152
H: -1.8965 -0.9313 1.4193

Output
Molecular weight in g mol⁻¹: 790.94
Total charge: 0
Energy in eV: -73049.3599
Energy above the lowest of the compared OMol25 structures with the same formula, charge and spin in kJ/mol: 189.71
Lowest unoccupied orbital energy in eV: 0.021